69
Properties=species:S:1:pos:R:3:mulliken_charge:R:1 method="wB97M-V/def2-TZVPD" homo_energy_ev="-14.8 / -14.8" s_squared=1.168 fmax_ev_per_a=2.65 de_lowest_ev=1.6985 orbital_gap_ev="4.01 / 4.13" lumo_energy_ev="-10.81 / -10.70" spin_multiplicity=2 charge=+3
C -1.820 2.936 -1.215 0.3734
C -0.553 1.340 -3.162 0.6278
H 2.186 -3.874 0.239 0.3288
H 4.736 -1.036 1.607 0.3018
C 1.589 0.831 5.264 -0.2951
C -1.070 1.823 -0.837 -0.2143
C -1.442 2.191 1.416 0.1937
Se -1.640 -0.755 3.140 0.1765
C -2.675 3.826 3.612 -0.3707
H -4.575 6.545 3.964 0.4690
H 1.882 1.028 6.289 0.4700
H -3.485 -4.918 -0.939 0.4735
N -0.899 1.449 0.479 0.5294
H -2.129 2.984 4.025 0.3771
H 4.461 -0.357 -0.001 0.3457
H -1.923 -4.998 1.020 0.5042
C 0.092 0.503 -4.082 -0.6533
H -2.531 4.119 -2.913 0.4889
C -1.942 3.255 -2.625 -1.3204
C 0.002 0.016 3.676 0.2050
C -3.979 5.713 3.604 -0.3534
C 2.464 1.104 4.220 -0.8971
H -2.999 4.556 -0.492 0.4959
C -2.221 3.346 1.134 0.4623
H -1.284 1.874 2.435 -0.3582
S 1.381 -1.398 -6.245 -0.1653
O 2.161 -1.323 0.547 -0.3265
H 3.425 -4.182 -5.284 0.4130
C -2.881 -4.056 -0.680 -0.2819
H -3.388 4.728 5.469 0.4228
C -2.789 4.088 2.218 0.3987
C -0.444 1.037 -1.813 -0.3006
C 1.483 -1.538 -4.558 0.2684
C 0.803 -0.608 -3.662 0.6136
H -2.174 -0.898 -1.648 0.4160
C 0.344 0.283 4.990 -0.7478
H 3.932 -3.879 -0.158 0.4674
C 2.375 -2.753 -6.498 -0.3602
Ru 0.266 -0.269 0.702 0.5075
N -1.331 -1.853 -0.023 0.7011
C 3.163 -3.490 0.510 -1.3527
C 2.074 0.813 2.936 -0.4465
Se -0.156 -2.858 2.207 0.1355
N 0.267 -0.048 -1.383 0.6544
C -2.402 3.693 -0.213 -0.5310
N 0.855 0.276 2.662 0.5262
H 5.326 -1.914 0.195 0.4469
C -3.343 4.740 4.388 -0.5338
H -0.356 0.049 5.782 0.5632
H -3.617 -2.812 -2.280 0.5008
C -1.332 2.498 -3.552 -1.1799
H 2.487 -2.900 -3.192 0.3658
C 3.197 -1.998 0.529 0.8188
C 4.515 -1.290 0.561 -1.2556
C -1.287 -2.975 0.699 0.2273
H 2.717 1.007 2.093 0.5672
H 3.440 1.537 4.401 0.5009
H -1.411 2.741 -4.607 0.5004
H 2.610 -3.075 -7.503 0.4762
C 0.852 -0.832 -2.265 -0.1458
C 2.269 -2.611 -4.216 -0.2381
C -2.155 -1.819 -1.075 -0.2761
H 3.416 -3.848 1.516 0.3642
S -3.747 5.496 1.950 -0.1504
C -2.954 -2.892 -1.428 -0.9831
C -2.017 -4.107 0.409 -0.8639
C 2.783 -3.312 -5.336 -0.6273
H 0.026 0.742 -5.140 0.5228
H 1.376 -1.690 -1.865 0.0271

---

69
Properties=species:S:1:pos:R:3:mulliken_charge:R:1 method="wB97M-V/def2-TZVPD" homo_energy_ev="-15.0 / -15.0" s_squared=0.756 fmax_ev_per_a=0.77 de_lowest_ev=0.0000 orbital_gap_ev="5.21 / 4.85" lumo_energy_ev="-9.80 / -10.17" spin_multiplicity=2 charge=+3
H 4.641 4.322 -6.070 0.4787
C 2.374 1.209 0.518 -0.4225
H -1.624 -1.035 -3.801 0.3218
H 0.871 1.553 -2.370 0.1447
C 1.089 -2.215 -3.605 -1.3143
N -0.943 2.204 0.186 0.5056
H -0.358 5.451 0.723 0.5018
C 2.206 2.758 -4.385 -0.3700
C -2.155 4.660 -0.169 -0.2861
O 0.477 -0.938 -1.729 -0.5453
C -0.423 -2.229 6.982 -0.5688
H 2.198 3.455 -6.480 0.4198
C 0.457 -0.411 3.074 0.1175
H 0.897 -2.865 -0.170 0.6327
Se -2.746 -0.188 1.437 0.1309
C 4.004 3.822 -5.359 -0.3345
H 0.731 -3.187 -3.256 0.3145
C 0.850 -1.056 5.434 0.2595
C 1.307 -0.438 4.195 0.5479
H -2.630 5.622 -0.310 0.4763
S 1.780 -0.949 6.882 -0.1594
H 0.815 -2.075 8.795 0.4773
C 3.087 2.771 -3.328 0.2243
C 4.230 1.327 2.594 -1.2433
C 0.285 -1.155 -2.930 0.8948
H 5.518 2.289 1.222 0.5147
H -1.015 0.532 -3.244 0.1928
C -0.306 -1.769 5.655 -0.4089
H 1.002 -2.186 -4.687 0.4540
C -0.315 3.324 0.563 -0.2636
C 3.859 2.313 -0.991 -0.6969
C 2.948 0.721 2.847 0.2849
C 3.617 1.803 0.287 0.4655
H -0.065 -5.115 0.332 0.4919
H 2.133 -2.128 -3.304 0.3545
H 4.948 1.360 3.403 0.5072
C -0.895 4.570 0.401 -0.9892
H -3.609 -3.134 1.753 0.5615
C -0.732 -0.404 -3.723 -1.3385
H 3.251 0.153 4.896 0.5186
N -0.758 -1.853 0.513 0.6609
C -2.611 -3.120 1.335 -0.8196
C -2.819 3.491 -0.535 -0.7794
C -1.990 -1.929 1.038 0.1512
H -1.252 -2.810 7.356 0.4127
C 4.547 1.840 1.386 -1.1860
C -0.090 -2.978 0.255 -0.3122
H 0.667 3.212 1.004 0.4853
C 0.643 -1.861 7.753 -0.3857
C 2.030 0.687 1.796 -0.3152
H -3.820 3.514 -0.944 0.5244
C 2.560 0.147 4.062 -0.4835
C -0.639 -4.222 0.537 -0.9815
N 1.431 1.112 -0.449 1.1100
C -1.909 -4.297 1.079 -0.3115
H -0.388 -0.231 -4.741 0.4798
H 1.208 2.343 -4.347 0.4116
C 2.732 3.361 -5.546 -0.6466
S 4.570 3.522 -3.786 -0.1644
H -1.050 -1.980 4.900 0.3945
Ru -0.309 0.242 0.168 0.6507
C 2.886 2.244 -1.983 0.9171
Se -3.000 0.593 -0.796 0.0847
C -2.175 2.291 -0.339 0.1993
C 1.669 1.628 -1.646 -0.5468
H -2.358 -5.256 1.302 0.4849
N 0.791 0.137 1.915 0.8240
H 4.816 2.776 -1.201 0.5384
H -0.529 -0.849 3.150 -0.2495

---

74
Properties=species:S:1:pos:R:3:mulliken_charge:R:1 method="wB97M-V/def2-TZVPD" homo_energy_ev="-3.5 / -4.3" s_squared=15.780 fmax_ev_per_a=0.82 orbital_gap_ev="6.09 / 6.39" lumo_energy_ev="2.56 / 2.14" spin_multiplicity=8 charge=-1
F -2.668 4.392 1.376 -0.4035
H -0.035 -6.195 -1.804 0.3799
C -2.691 1.124 -4.165 -0.4684
C 1.421 4.282 1.595 0.1257
H -1.873 -2.780 1.355 0.3440
C -2.688 1.657 1.889 -0.6876
H -3.263 3.049 -3.308 0.4764
H 4.246 -0.330 -5.067 0.3546
H 0.506 -0.299 3.158 0.3150
F -1.278 6.632 1.346 -0.3390
C -2.102 -0.076 -3.897 -0.6579
C -2.901 0.241 2.389 -1.3925
C -0.072 -2.944 -0.824 0.2934
C 3.507 -0.263 -3.052 -0.8512
C 2.858 1.279 -4.758 -0.7543
C 1.036 -4.317 0.816 -1.0154
H -2.307 0.116 3.297 0.3677
C -0.701 3.045 1.603 0.7402
C -1.630 -0.348 -2.586 -0.2773
H -3.125 -2.403 2.569 0.3812
C 2.463 -0.388 4.030 -0.8812
C 3.605 0.181 -4.361 -0.4121
H 2.239 0.381 4.760 0.4102
Cl 1.123 3.290 -4.447 -0.2344
C 0.707 3.116 1.648 -0.2687
H -3.056 2.352 2.650 0.5539
C -2.204 -2.043 2.085 -1.4183
H -3.957 0.060 2.646 0.3999
H -1.418 -1.940 2.831 0.2831
H 1.333 6.435 1.451 0.4928
F 2.760 4.228 1.628 -0.3257
C 2.033 1.925 -3.853 0.2756
C -2.292 1.768 -1.914 -0.1438
H -4.374 -1.358 0.818 0.3911
C 0.614 -3.049 0.414 0.1657
H -3.071 -1.659 -0.369 0.2441
H 2.900 1.641 -5.776 0.4062
H -2.306 2.497 -1.109 -0.0443
H 4.057 -1.128 -2.706 0.4203
Eu -0.105 0.223 0.343 -0.0392
N -1.090 -1.570 -2.353 -1.4725
C 2.671 0.407 -2.182 0.6051
H 3.240 -3.054 1.354 0.5732
C 1.895 1.527 -2.513 -0.0809
H -3.299 1.838 0.993 0.3392
C 0.783 5.509 1.506 -0.7017
C 1.490 -0.761 3.118 -0.0606
Cl 2.553 -0.224 -0.550 0.0140
N -0.519 -1.658 -1.164 2.0710
H -0.835 -3.947 -2.534 0.4459
C -0.306 -4.072 -1.600 -0.6816
S 0.886 2.338 -1.361 -0.1629
H 4.930 -2.444 3.008 0.3414
C 1.721 -1.725 2.118 -0.0537
N -2.440 -0.761 1.419 1.3568
H 4.473 -0.716 4.729 0.3766
C 2.999 -2.328 2.118 -0.4826
H -3.048 1.346 -5.164 0.3438
C 3.956 -1.968 3.048 -0.6700
C 3.709 -0.996 4.015 -0.6163
H -1.972 -0.842 -4.649 0.5258
H -3.673 -0.024 -0.131 0.2799
C 0.809 -5.442 0.023 -0.7060
C -2.816 2.081 -3.139 -0.8762
C -0.593 5.476 1.454 0.1732
N -1.711 0.593 -1.618 1.0362
C 0.143 -5.323 -1.186 -0.7312
H 1.526 -4.430 1.773 0.5468
N 0.738 -1.890 1.170 0.7274
H 1.151 -6.410 0.368 0.3813
F 1.370 1.927 1.710 -0.1421
C -1.320 4.301 1.493 0.3996
C -3.449 -0.958 0.375 -1.3935
N -1.264 1.806 1.647 0.0884

---

78
Properties=species:S:1:pos:R:3:mulliken_charge:R:1 method="wB97M-V/def2-TZVPD" homo_energy_ev="-1.6 / -1.5" s_squared=0.770 fmax_ev_per_a=0.30 de_lowest_ev=0.0223 orbital_gap_ev="5.67 / 5.60" lumo_energy_ev="4.10 / 4.10" spin_multiplicity=2 charge=-2
H -0.619 5.676 1.255 0.3562
H 4.494 -2.948 2.441 0.3221
H 0.841 -4.571 0.133 0.5295
H 3.082 -3.952 2.033 0.3051
C 3.683 -2.628 0.460 -0.8641
C -0.493 3.212 -4.141 -0.8021
C 0.263 3.872 2.020 -0.8808
H -3.518 3.764 -5.542 0.3082
I 0.435 -5.674 2.488 -0.2801
C -3.350 -0.191 3.947 0.1127
H 2.363 -0.019 3.088 0.0438
C -1.399 -1.310 2.894 0.2967
N 0.112 2.506 -1.934 0.0648
H 2.634 -2.359 4.666 0.3154
F -1.520 -0.712 5.253 -0.3819
F -3.901 0.316 5.071 -0.3560
C -4.065 -0.149 2.771 0.7418
F -1.709 -1.751 0.569 -0.3179
C -2.198 -1.236 1.711 0.0206
C 0.335 -4.071 0.960 -1.5463
C -0.259 4.681 1.019 -0.5406
F 1.755 -2.112 -5.709 -0.3694
H 0.306 4.222 3.045 0.4017
F -0.386 -2.070 -3.989 -0.3684
H 1.813 -3.586 3.682 0.1957
H -1.993 1.353 -0.898 -0.1196
H -1.102 3.848 -6.092 0.3566
H 0.568 3.277 -4.346 0.4926
H -0.739 -4.093 0.761 0.4696
F -5.310 0.383 2.713 -0.3708
O 1.597 0.490 -1.044 -0.9150
H 4.292 -1.719 0.347 0.4781
C -0.894 2.811 -2.865 -0.6599
F 4.272 -2.287 -4.625 -0.3631
H -0.725 4.854 -1.072 0.4047
N 2.382 -2.491 -0.171 1.1675
C -3.201 3.058 -3.545 1.0025
C 0.134 2.945 -0.616 -0.1408
H -2.920 2.791 -0.507 0.2969
N 2.582 -2.026 2.570 1.2989
C 0.624 -1.848 4.052 -0.7252
H 0.786 -0.824 4.419 0.4180
C -2.084 -0.742 4.011 0.2719
C 3.510 -2.953 1.938 -1.3798
C 3.378 -2.386 -2.448 0.1126
F -0.055 -2.246 -1.369 -0.1831
C -2.778 3.490 -4.797 -0.8258
C -1.427 3.538 -5.106 -0.6882
H 0.155 -2.397 4.876 0.5199
C 0.655 2.118 0.394 0.4045
N -0.190 -1.860 2.845 0.4507
H 3.479 -0.312 1.768 0.3081
H 1.061 1.926 2.467 0.2763
C 1.088 0.694 0.072 0.1078
H -5.255 3.384 -4.079 0.3761
C -2.734 2.049 -1.289 -0.9674
C 0.861 -2.177 -3.491 0.1332
H -3.654 1.490 -1.448 0.4922
C 0.703 2.596 1.695 0.0277
C 1.971 -2.516 3.796 -1.4601
C -0.322 4.224 -0.287 -0.6856
O 0.826 -0.138 0.982 0.0921
C -2.264 2.677 -2.573 1.4429
C 1.936 -2.180 -4.368 0.7167
F -4.128 -0.692 0.482 -0.4232
C 2.317 -2.393 -1.499 -0.2041
H 4.275 -3.443 0.028 0.5495
C 3.191 -2.283 -3.814 0.1506
C 3.136 -0.694 2.727 -1.1008
H -4.947 3.474 -2.339 0.3124
H 3.979 -0.700 3.440 0.2366
F 4.686 -2.426 -2.057 -0.3857
H -4.988 1.914 -3.138 0.3436
C 1.048 -2.281 -2.138 0.1608
H 0.745 1.728 -2.113 0.4241
Co 0.907 -2.180 1.177 -0.3848
C -4.677 2.954 -3.261 -1.6122
C -3.457 -0.692 1.650 -0.0068